*one*
C20H22O5 | ωB97M-V with the def2-TZVPD basis set

Values from the calculation:
- lowest unoccupied orbital energy (Ha) = 0.014
- net charge = 0
- E_HOMO (eV) = -9.4946
- HOMO-LUMO gap (eV) = 9.88

Last column: Löwdin charge in e.
Element x y z (Å)
H (1.282, -2.555, -0.712)  0.094
C (3.817, -2.233, 1.498)  -0.070
O (-1.269, -0.824, 1.176)  0.119
H (-1.232, -3.632, -0.132)  0.077
H (-3.681, -4.043, -0.538)  0.112
O (5.443, 1.255, -0.289)  0.114
C (2.716, -2.783, 0.859)  -0.070
C (-0.762, 3.065, 0.710)  -0.207
O (2.055, 1.969, -0.027)  0.024
H (5.174, -0.570, 1.568)  0.119
O (0.823, 1.729, -1.887)  0.112
C (3.709, -0.322, 0.036)  -0.147
H (-2.973, -2.287, 1.109)  0.124
C (4.265, 0.994, -0.340)  -0.321
C (-0.241, 1.658, 0.281)  -0.120
H (-3.649, -2.829, -1.825)  0.111
C (3.256, 2.054, -0.782)  -0.066
C (-3.461, -2.041, 0.160)  -0.170
H (0.103, 1.089, 1.148)  0.159
C (0.908, 1.783, -0.686)  -0.458
H (2.165, -0.399, -1.464)  0.113
H (-1.310, 0.848, -1.430)  0.161
H (-2.288, 4.293, -0.282)  0.125
H (-3.683, 1.849, 1.791)  0.114
C (4.317, -1.014, 1.083)  -0.011
C (2.127, -2.117, -0.204)  -0.060
H (-1.222, -2.479, -1.469)  0.067
H (4.285, -2.757, 2.318)  0.104
H (0.028, 3.781, 0.920)  0.148
H (-1.544, -4.184, -1.784)  0.073
C (-1.735, 2.790, 1.828)  -0.026
H (-3.449, 1.961, -0.815)  0.146
H (3.697, 3.045, -0.632)  0.144
C (-2.572, 2.117, -0.193)  -0.213
H (3.028, 1.923, -1.849)  0.139
C (2.615, -0.891, -0.615)  -0.015
C (-2.810, 2.228, 1.292)  -0.034
C (-1.728, 3.372, -0.439)  -0.081
H (2.322, -3.734, 1.184)  0.104
H (-1.250, 3.388, -1.416)  0.122
C (-3.195, -3.128, -0.879)  -0.217
H (-4.535, -1.914, 0.318)  0.127
O (-2.971, -0.777, -0.291)  0.011
C (-1.480, 1.022, -0.363)  -0.122
C (-1.704, -3.373, -1.078)  -0.104
C (-1.868, -0.292, 0.278)  -0.461
H (-1.521, 2.968, 2.865)  0.111

=====

*two*
C20H22O5 | ωB97M-V with the def2-TZVPD basis set

Values from the calculation:
- lowest unoccupied orbital energy (Ha) = -0.010
- net charge = 0
- E_HOMO (eV) = -8.4086
- HOMO-LUMO gap (eV) = 8.14

Last column: Löwdin charge in e.
Element x y z (Å)
H (-4.328, -2.498, -3.179)  0.200
H (-2.727, -3.156, 1.488)  0.059
C (3.319, 3.408, 0.329)  0.037
H (-2.276, -1.590, -2.206)  0.013
C (-3.814, -2.946, -2.075)  0.057
O (-6.639, -4.885, -0.806)  0.139
H (8.181, 2.773, -0.841)  0.106
H (5.369, 2.743, 2.932)  0.215
H (-0.911, -0.131, -1.060)  0.158
H (3.111, 4.142, -0.534)  0.157
C (7.609, 3.388, -0.001)  0.037
C (6.310, 3.561, -0.292)  -0.146
O (1.036, 2.593, 0.101)  -0.036
H (1.149, -1.154, 0.697)  0.096
C (-4.294, -3.649, -0.130)  -0.072
C (0.181, 0.473, 1.215)  -0.104
H (6.096, 3.341, -1.145)  0.000
C (5.433, 4.200, 0.760)  -0.185
C (-3.083, -3.256, 0.582)  0.092
H (1.594, 3.257, -1.869)  -0.005
H (-0.098, 3.313, -1.824)  0.179
H (-0.332, 1.222, 1.021)  0.024
H (1.506, -0.021, -0.524)  0.139
H (1.027, 4.475, -0.961)  0.062
H (5.154, 5.373, 0.151)  0.198
C (-4.781, -3.574, -1.263)  -0.278
O (-6.318, -4.020, -2.946)  -0.001
C (-0.443, -1.108, -0.630)  -0.268
C (4.353, 3.410, 1.037)  -0.477
O (1.295, 0.983, 2.199)  -0.059
C (1.024, 3.448, -1.135)  -0.009
H (-7.403, -5.173, -1.354)  0.154
H (-0.299, -0.151, 2.185)  0.203
O (-1.196, -1.677, 0.286)  -0.022
C (2.239, 2.535, 0.596)  -0.322
H (6.153, 4.717, 1.603)  0.167
C (3.445, 1.817, 2.391)  0.051
H (8.082, 3.664, 0.800)  -0.015
C (4.536, 2.519, 1.919)  -0.061
H (-0.072, -1.426, -1.457)  0.067
C (-2.847, -1.985, -1.576)  0.032
H (-4.910, -4.300, 0.696)  0.177
C (0.729, -0.370, 0.167)  -0.119
C (-5.937, -4.199, -1.686)  -0.421
H (3.337, 1.115, 3.246)  0.137
C (2.221, 1.934, 1.671)  -0.228
C (-2.359, -2.339, -0.279)  -0.128

=====

It is *two* that is the least stable of them.

=====

*one*
C2H3OPt | ωB97M-V with the def2-TZVPD basis set

Values from the calculation:
- lowest unoccupied orbital energy (alpha / beta) (Ha) = -0.236 / -0.285
- net charge = +1
- E_HOMO (alpha / beta) (eV) = -14.0467 / -15.2541
- multiplicity = 3
- HOMO-LUMO gap (alpha / beta) (eV) = 7.62 / 7.51

Last column: Mulliken spin population.
Element x y z (Å)
C (0.195, -0.689, -0.102)  0.517
C (0.105, 1.034, -0.584)  0.478
H (-0.352, -1.361, 0.571)  0.004
Pt (1.871, 0.797, 0.271)  0.597
H (0.444, -1.245, -1.010)  0.050
H (-1.600, 0.646, 0.337)  -0.017
O (-0.663, 0.818, 0.516)  0.370

=====

*two*
C2H3OPt | ωB97M-V with the def2-TZVPD basis set

Values from the calculation:
- lowest unoccupied orbital energy (alpha / beta) (Ha) = -0.195 / -0.294
- net charge = +1
- E_HOMO (alpha / beta) (eV) = -15.4327 / -15.7524
- multiplicity = 3
- HOMO-LUMO gap (alpha / beta) (eV) = 10.13 / 7.77

Last column: Mulliken spin population.
Element x y z (Å)
O (0.811, -0.387, -0.085)  0.077
C (-0.369, -0.342, -0.121)  -0.073
Pt (2.276, 0.286, 0.423)  1.674
H (3.308, 1.402, 0.713)  0.164
H (-2.128, 0.521, -0.774)  0.004
C (-1.652, -0.342, -0.304)  0.151
H (-2.246, -1.138, 0.148)  0.003

=====

It is *one* that is the least stable of them.

=====

*one*
C7H17NO | ωB97M-V with the def2-TZVPD basis set

Values from the calculation:
- lowest unoccupied orbital energy (Ha) = 0.035
- net charge = 0
- E_HOMO (eV) = -6.6350
- HOMO-LUMO gap (eV) = 7.59

Last column: Löwdin charge in e.
Element x y z (Å)
H (-1.791, 0.909, -1.927)  0.081
H (-1.239, 0.023, 2.996)  0.069
H (-0.774, -2.231, -0.479)  0.072
C (-0.387, 0.493, -0.361)  -0.228
H (0.549, -0.197, 1.411)  0.113
C (2.379, 0.099, -1.729)  -0.188
C (-0.033, -1.983, 0.281)  -0.055
C (-1.935, 0.304, 0.967)  -0.120
H (3.019, 0.903, 0.996)  0.072
H (0.919, -2.442, 0.004)  0.085
H (-2.536, 0.998, 0.380)  0.071
H (-0.062, 1.504, -0.130)  0.127
C (-1.656, 0.807, 2.359)  -0.148
C (-0.914, 0.281, -1.746)  -0.062
H (2.020, -0.771, -2.288)  0.074
H (-0.947, 1.641, 2.346)  0.078
H (-2.401, -0.679, 0.917)  0.082
C (0.180, -0.508, 0.441)  -0.213
H (-1.183, -0.755, -1.950)  0.077
H (3.467, 0.177, -1.887)  0.071
H (-0.350, -2.431, 1.227)  0.084
O (2.402, 1.183, 0.309)  -0.145
N (2.056, -0.090, -0.336)  -0.197
H (-2.569, 1.170, 2.847)  0.073
H (-0.155, 0.589, -2.472)  0.067
H (1.941, 1.008, -2.177)  0.061

=====

*two*
C7H17NO | ωB97M-V with the def2-TZVPD basis set

Values from the calculation:
- lowest unoccupied orbital energy (Ha) = 0.035
- net charge = 0
- E_HOMO (eV) = -7.9755
- HOMO-LUMO gap (eV) = 8.92

Last column: Löwdin charge in e.
Element x y z (Å)
O (-1.737, -1.578, -1.188)  -0.092
N (-0.232, 1.075, -1.556)  0.084
H (0.601, -1.390, -0.901)  0.123
H (-0.648, 1.972, 0.925)  0.069
C (0.496, 0.697, -0.412)  -0.537
H (0.889, 1.421, 1.610)  0.074
H (-2.110, 0.234, 1.627)  0.076
H (-0.459, 0.305, -2.183)  0.094
C (2.269, 0.532, -0.884)  -0.018
H (2.666, 1.551, -0.896)  0.040
H (-2.658, -1.886, -1.171)  0.089
H (-1.388, -2.037, 0.783)  0.109
C (-2.383, -0.147, 0.639)  -0.081
H (0.856, 2.682, 0.382)  0.079
H (1.847, -2.025, 0.912)  0.080
H (2.986, -0.026, -0.278)  0.042
C (0.411, -0.741, -0.044)  -0.233
C (0.396, 1.738, 0.692)  -0.041
H (0.449, -1.724, 1.924)  0.071
H (-0.085, 2.025, -1.874)  0.095
C (-1.370, -1.152, 0.138)  -0.313
H (-3.390, -0.588, 0.702)  0.078
H (-2.485, 0.707, -0.039)  0.072
H (2.274, 0.149, -1.907)  0.049
H (1.684, -0.537, 1.798)  0.069
C (1.122, -1.257, 1.200)  -0.079

=====

It is *one* that is the least stable of them.

=====

*one*
C7H17NO | ωB97M-V with the def2-TZVPD basis set

Values from the calculation:
- lowest unoccupied orbital energy (Ha) = 0.033
- net charge = 0
- E_HOMO (eV) = -9.6063
- HOMO-LUMO gap (eV) = 10.51

Last column: Löwdin charge in e.
Element x y z (Å)
C (-1.318, -0.219, 0.805)  -0.082
H (-0.457, 2.245, 1.705)  0.097
H (-0.868, 3.869, 0.540)  0.091
H (0.116, 1.418, -2.974)  0.032
H (1.753, -0.517, 1.173)  0.038
C (1.221, -2.633, 1.507)  -0.168
H (-1.987, 2.551, 0.510)  0.051
C (2.152, -1.518, 1.010)  -0.145
C (-0.967, 2.741, 0.767)  -0.088
H (-0.790, -1.178, 0.687)  0.022
N (-1.297, 0.718, -0.374)  -0.129
H (2.210, -1.667, -0.053)  0.062
H (-0.307, 2.346, -1.231)  0.094
H (0.541, -0.007, -3.121)  0.026
H (-0.584, 0.051, 1.684)  0.111
H (-1.132, 0.453, -3.620)  0.104
C (-0.302, 1.785, -0.300)  -0.277
H (1.783, -3.520, 1.419)  0.048
C (-0.905, -0.175, -1.507)  -0.382
C (-0.302, 0.463, -2.859)  -0.001
O (-0.822, -1.382, -1.580)  0.058
H (0.714, 1.440, 0.068)  0.126
H (-2.482, -0.437, 0.935)  0.136
H (0.305, -2.701, 0.890)  0.047
H (3.107, -1.606, 1.501)  0.058
H (0.617, -2.517, 2.418)  0.071

=====

*two*
C7H17NO | ωB97M-V with the def2-TZVPD basis set

Values from the calculation:
- lowest unoccupied orbital energy (Ha) = 0.033
- net charge = 0
- E_HOMO (eV) = -8.5709
- HOMO-LUMO gap (eV) = 9.46

Last column: Löwdin charge in e.
Element x y z (Å)
H (2.088, 0.590, -1.302)  0.098
H (0.111, 2.564, 1.489)  0.068
H (-1.611, 0.543, 2.874)  0.085
H (-0.610, -2.298, 1.004)  0.096
O (-0.796, -1.634, 1.682)  -0.008
H (-2.956, -0.165, 1.963)  0.087
C (-2.021, 0.388, 1.879)  -0.029
C (1.739, -1.570, -1.439)  -0.103
C (1.356, -0.136, -1.634)  -0.258
C (0.525, 0.465, 1.101)  -0.153
H (1.413, -0.068, 0.771)  0.058
H (2.570, -1.831, -2.092)  0.079
H (0.195, 1.273, -2.695)  0.060
H (1.482, 2.294, 0.432)  0.067
H (-0.317, -0.460, -2.886)  0.068
C (0.282, 0.257, -2.340)  -0.041
H (2.041, -1.767, -0.414)  0.065
H (-2.233, 1.349, 1.420)  0.079
H (-1.585, 0.263, -0.822)  0.090
H (0.911, -2.240, -1.670)  0.072
C (0.491, 1.925, 0.691)  -0.136
C (-1.044, -0.413, 1.042)  -0.605
N (-1.552, -0.618, -0.255)  0.078
H (-0.936, -1.187, -0.827)  0.042
H (-0.173, 2.093, -0.159)  0.056
H (0.631, 0.386, 2.185)  0.084

=====

*three*
C7H17NO | ωB97M-V with the def2-TZVPD basis set

Values from the calculation:
- lowest unoccupied orbital energy (Ha) = 0.033
- net charge = 0
- E_HOMO (eV) = -7.7516
- HOMO-LUMO gap (eV) = 8.64

Last column: Löwdin charge in e.
Element x y z (Å)
H (-3.503, 0.267, 0.176)  0.075
H (-1.407, -2.313, 1.251)  0.094
H (0.698, -3.073, 0.361)  0.071
H (-2.287, 0.910, 1.276)  0.075
H (1.030, 2.877, 0.880)  0.079
H (-0.345, -3.294, -1.039)  0.073
H (0.700, -1.870, -0.924)  0.047
H (-1.877, 0.581, -1.570)  0.097
C (1.871, 1.214, -0.204)  -0.485
C (0.813, 2.301, -0.019)  -0.062
O (1.676, 0.487, -1.405)  -0.074
H (1.572, 1.117, -2.124)  0.090
C (0.069, -2.549, -0.356)  -0.103
H (-0.454, -0.315, -1.646)  0.072
H (2.868, 1.691, -0.245)  0.133
H (2.571, -0.566, 0.781)  0.082
C (1.843, 0.223, 0.953)  -0.045
H (2.084, 0.732, 1.885)  0.083
C (-1.575, -0.659, 0.012)  -0.435
H (0.858, -0.221, 1.035)  0.055
C (-2.663, -0.003, 0.815)  -0.048
H (0.811, 2.983, -0.873)  0.078
H (-3.020, -0.665, 1.598)  0.074
C (-1.029, -1.824, 0.366)  -0.154
H (-0.165, 1.843, 0.071)  0.043
N (-1.141, 0.124, -1.054)  0.086

=====

It is *one* that is the least stable of them.

=====

*one*
C3H15NO3 | ωB97M-V with the def2-TZVPD basis set

Values from the calculation:
- lowest unoccupied orbital energy (Ha) = 0.026
- net charge = 0
- E_HOMO (eV) = -9.0401
- HOMO-LUMO gap (eV) = 9.75

Last column: Löwdin charge in e.
Element x y z (Å)
O (-0.775, 1.106, 0.322)  -0.070
H (-2.017, 0.573, -1.347)  -0.062
H (1.042, -2.644, 1.966)  0.024
H (-1.298, -1.917, 0.919)  0.108
O (-2.650, 0.421, -1.997)  -0.053
H (-0.498, -3.272, -0.065)  0.108
O (-0.941, 5.951, 0.965)  -0.101
H (2.243, -0.324, -0.867)  0.123
H (0.056, 1.541, 0.177)  0.025
C (1.362, -1.093, -0.891)  -0.211
H (-0.310, 0.337, 0.756)  0.033
H (2.071, -1.342, 2.145)  0.089
C (1.624, -2.042, 1.368)  -0.032
N (0.670, -1.354, 0.308)  -0.329
H (0.736, -0.653, -1.707)  0.078
C (-0.585, -2.110, 0.029)  -0.111
H (2.427, -2.571, 0.729)  0.103
H (1.584, -1.852, -1.626)  0.067
H (-2.192, 0.388, -2.872)  0.058
H (-1.124, -1.804, -0.846)  0.051
H (0.054, 6.019, 1.161)  0.075
H (-1.478, 6.642, 1.374)  0.026

=====

*two*
C3H15NO3 | ωB97M-V with the def2-TZVPD basis set

Values from the calculation:
- lowest unoccupied orbital energy (Ha) = -0.200
- net charge = 0
- E_HOMO (eV) = -9.3527
- HOMO-LUMO gap (eV) = 3.92

Last column: Löwdin charge in e.
Element x y z (Å)
H (-0.185, 0.517, 2.719)  0.135
H (1.679, -1.184, -0.400)  0.056
H (-0.367, -1.346, 2.704)  0.072
H (1.978, -0.776, 1.295)  0.101
O (0.061, -0.745, -2.321)  -0.223
H (-2.000, 0.696, -2.162)  0.059
H (1.116, -2.336, 0.957)  0.118
C (-0.611, -0.458, 2.172)  -0.049
H (-0.175, 3.333, 0.916)  -0.003
H (-1.667, -0.350, 2.157)  0.067
H (-0.714, -1.005, -2.863)  0.014
H (-1.933, -1.000, -0.138)  0.110
O (-0.089, 2.366, 1.071)  -0.200
C (-0.133, -0.597, 0.760)  -0.463
O (1.021, 1.503, -1.375)  -0.041
H (0.535, 0.879, -1.976)  0.000
H (-0.309, 0.363, 0.381)  0.076
H (-0.600, -1.327, -1.058)  0.019
C (1.252, -1.247, 0.576)  -0.042
N (-0.999, -1.473, -0.082)  0.183
H (0.597, 1.762, -0.544)  -0.040
H (-1.948, 0.908, -1.469)  0.050

=====

It is *two* that is the least stable of them.

=====

*one*
C6H10BrF | ωB97M-V with the def2-TZVPD basis set

Values from the calculation:
- lowest unoccupied orbital energy (Ha) = 0.033
- net charge = 0
- E_HOMO (eV) = -8.9253
- HOMO-LUMO gap (eV) = 9.82

Last column: Löwdin charge in e.
Element x y z (Å)
H (0.907, -0.800, 2.565)  0.072
Br (-2.761, -0.551, 0.539)  0.717
C (-0.800, 0.861, -0.956)  -0.134
H (2.400, 0.230, -0.846)  0.097
H (-1.416, 1.017, -1.902)  0.095
C (0.001, -0.484, 2.066)  -0.015
H (-0.880, -1.340, -0.967)  0.077
F (2.458, -1.823, 0.715)  0.016
C (-1.018, -0.519, -0.290)  -0.760
H (0.980, -2.510, -0.540)  0.134
H (1.495, -0.511, -2.068)  0.041
H (2.938, -1.197, -1.742)  0.053
H (-0.680, -0.205, 2.801)  0.046
C (2.141, -0.732, -1.296)  -0.060
C (-0.081, -0.667, 0.838)  -0.254
H (0.273, 0.844, -1.271)  0.058
H (-1.165, 1.695, -0.370)  0.066
C (1.535, -1.575, -0.192)  -0.248

=====

*two*
C6H10BrF | ωB97M-V with the def2-TZVPD basis set

Values from the calculation:
- lowest unoccupied orbital energy (Ha) = 0.032
- net charge = 0
- E_HOMO (eV) = -9.7336
- HOMO-LUMO gap (eV) = 10.62

Last column: Löwdin charge in e.
Element x y z (Å)
C (0.708, -0.479, 0.150)  -0.648
H (-2.064, 1.041, 0.027)  0.063
C (-0.063, 0.787, -1.491)  -0.114
H (-0.830, -1.215, -1.307)  0.113
H (-0.885, 1.231, -1.888)  0.080
C (0.049, 0.901, 0.099)  -0.570
C (-1.305, 1.094, 0.769)  0.017
Br (2.645, -0.197, -0.218)  0.754
C (0.494, -1.551, 1.308)  -0.078
H (-1.314, 2.125, 1.184)  0.099
H (-0.579, -1.869, 1.185)  0.089
H (-1.411, 0.281, 1.622)  0.118
H (0.602, -1.061, 2.206)  0.033
H (0.823, -1.127, -2.051)  0.062
F (0.894, 1.863, 0.537)  -0.024
C (0.132, -0.701, -1.396)  -0.146
H (0.773, 1.199, -1.876)  0.061
H (1.331, -2.321, 1.139)  0.092

=====

It is *one* that is the least stable of them.